(1)
9
Properties=species:S:1:pos:R:3 method="wB97M-V/def2-TZVPD" total_charge=0 lumo_ev="0.63 / -2.11" de_lowest_kj_mol=368.2 multiplicity=3
C -0.1382 0.9951 -0.4030
C 0.6524 0.8516 0.6981
H -0.9734 1.6919 -0.2990
H 0.3382 0.8574 -1.3814
F 1.4754 -0.2398 0.7726
H 0.4830 1.2699 1.6890
O -1.5105 -1.9828 -0.0635
O -0.9877 -1.1752 -1.0173
Hg 0.6609 -2.2682 0.0046

(2)
8
Properties=species:S:1:pos:R:3 method="wB97M-V/def2-TZVPD" total_charge=0 lumo_ev="-1.33 / -0.13" de_lowest_kj_mol=368.3
C -0.6505 0.8016 1.6530
C 0.6724 -0.7846 -1.3229
F 0.4093 1.5092 1.8304
I 0.1151 -2.8022 -1.4098
I -0.0605 0.5247 -2.7461
H -1.2231 1.0982 0.8550
H -1.0622 0.3110 2.5471
H 1.7996 -0.6579 -1.4067

(3)
8
Properties=species:S:1:pos:R:3 method="wB97M-V/def2-TZVPD" total_charge=0 lumo_ev="-1.81 / -1.80" de_lowest_kj_mol=104.4
C -0.5874 -0.1733 0.6676
C 0.2354 -0.1087 -0.5626
F -0.3201 -0.1140 -1.7609
I 1.3069 2.4436 -0.7015
I 1.8824 -1.4658 -0.4885
H -0.0830 -0.6449 1.4370
H -0.9422 0.8243 0.7427
H -1.4920 -0.7611 0.6661

(4)
8
Properties=species:S:1:pos:R:3 method="wB97M-V/def2-TZVPD" total_charge=0 lumo_ev=-0.18 de_lowest_kj_mol=157.3
C -1.3441 -0.7061 -1.7063
C 0.2842 -0.9675 0.3660
N -0.6064 -0.7915 -0.7694
F -0.5665 2.3432 0.6188
I 2.3363 -0.7442 -0.3382
H -0.3150 2.8544 -0.2428
H -0.0376 -0.2179 1.0384
H 0.2491 -1.7704 1.0336

(5)
8
Properties=species:S:1:pos:R:3 method="wB97M-V/def2-TZVPD" total_charge=0 lumo_ev="-0.71 / -1.06" de_lowest_kj_mol=0.0 multiplicity=2
C 0.1186 0.5319 -0.3056
C 0.6885 -0.7236 0.0750
H 0.2261 0.7686 -1.3777
F 0.8103 1.6042 0.3929
H 0.5854 -1.5939 -0.5740
H 1.2164 -0.8134 1.0270
O -1.4798 0.7744 -0.0806
Li -2.1654 -0.5480 0.8430

(6)
8
Properties=species:S:1:pos:R:3 method="wB97M-V/def2-TZVPD" total_charge=0 lumo_ev="-2.65 / -2.65" de_lowest_kj_mol=170.7
Mg 1.6218 -0.7804 -1.1886
O 0.5619 0.7702 -0.7485
C -0.7174 0.3295 -0.6320
C -0.7184 -0.5820 0.3717
H -1.4430 1.1581 -0.6483
H -1.6571 -1.0740 0.6285
F 1.9924 -0.0990 1.1224
H 0.3597 0.2777 1.0948

(7)
11
Properties=species:S:1:pos:R:3 method="wB97M-V/def2-TZVPD" total_charge=0 lumo_ev=-0.81 de_lowest_kj_mol=271.8
N 2.5166 -1.2038 0.3701
C 1.7162 -0.5845 -0.1630
C 0.7021 0.1011 -0.8813
S -0.8128 -0.0284 0.3141
O -0.1072 1.0569 1.4493
F -1.5805 1.3420 -0.2298
N -1.6897 -1.3120 0.5280
O -1.5975 -1.0695 -0.8567
H 0.9304 1.0677 -1.1385
H 0.4357 -0.3797 -1.7205
H -0.5134 1.0102 2.3283

(8)
8
Properties=species:S:1:pos:R:3 method="wB97M-V/def2-TZVPD" total_charge=0 lumo_ev=0.24 de_lowest_kj_mol=104.3
H 0.1821 -2.6839 -0.3176
N 0.4500 -1.6856 -0.0086
C -0.2180 -0.7039 -0.2479
C -0.5022 0.9676 0.0131
P -1.8661 -0.0638 -0.7139
F -2.4399 -0.3473 0.7882
H -0.2857 1.2978 1.1099
H -0.2344 1.6458 -0.8214

(9)
8
Properties=species:S:1:pos:R:3 method="wB97M-V/def2-TZVPD" total_charge=0 lumo_ev=-0.86 de_lowest_kj_mol=563.9
C -0.7159 -0.6810 0.4772
C 0.0585 0.4675 0.1571
O -0.9660 -1.5248 -0.3569
O 1.7187 0.0660 -0.3487
F 2.0129 -1.1853 0.0222
H -1.0327 -0.9866 1.5374
H 0.1449 1.1801 0.9915
H -0.2653 0.9699 -0.6862

(10)
8
Properties=species:S:1:pos:R:3 method="wB97M-V/def2-TZVPD" total_charge=0 lumo_ev=-0.39 de_lowest_kj_mol=313.4
C 0.4500 0.6773 0.0743
C -0.8412 0.0831 0.1003
H 1.1972 -1.5601 -0.8309
H -1.6378 0.6816 -0.5697
H -1.2526 0.0132 1.4245
O 0.7198 1.9445 -0.1399
F -0.5577 -1.2952 -0.1320
S 1.9223 -0.5444 0.0735

(11)
7
Properties=species:S:1:pos:R:3 method="wB97M-V/def2-TZVPD" total_charge=0 lumo_ev=-0.02 de_lowest_kj_mol=349.7
C 1.3959 -1.3929 1.2844
C -1.0826 0.5707 -0.5673
F 2.6680 -1.1224 1.0193
S 0.7634 -0.0664 0.1333
H -1.6828 -0.1900 -0.1430
H -0.6738 0.6451 -1.5457
H -1.3880 1.5558 -0.1810

(12)
7
Properties=species:S:1:pos:R:3 method="wB97M-V/def2-TZVPD" total_charge=0 lumo_ev=0.45 de_lowest_kj_mol=31.6
C 0.5569 0.3090 -1.8595
C -0.0899 0.4496 -0.8484
Si -0.3478 -0.0979 0.9555
F 0.4491 0.3697 2.3294
H 1.0160 0.2797 -2.8097
H 0.1729 -1.4547 1.0016
H -1.7573 0.1445 1.2311